No. 1
{"formula": "C3H7NO3P", "method": "wB97M-V/def2-TZVPD", "de_lowest_kj_mol": 423.9, "homo_lumo_gap_ev": 8.36, "total_energy_ha": -740.316962, "total_charge": -1, "elements": ["C", "C", "C", "N", "O", "O", "O", "P", "H", "H", "H", "H", "H", "H", "H"], "coordinates": [[1.91804, -0.18240, 0.46168], [1.13761, 0.06154, 1.75879], [0.45364, -0.50383, 0.53824], [-1.95485, -0.88539, -1.73937], [-2.37396, 1.09083, -0.04144], [-0.29175, 2.40773, -0.82078], [-1.21577, 0.28242, -2.15422], [-1.03876, 1.17746, -0.68620], [2.26455, 0.68292, -0.30867], [2.67811, -0.87717, 0.39488], [1.31241, -0.58989, 2.57867], [1.07195, 1.06836, 2.17220], [0.20311, -1.58566, 0.38851], [-1.37579, -1.50549, -1.23676], [-2.78855, -0.64142, -1.30552]]}

No. 2
{"formula": "C5H3N", "method": "wB97M-V/def2-TZVPD", "de_lowest_kj_mol": 381.5, "homo_lumo_gap_ev": 10.59, "total_energy_ha": -246.836725, "elements": ["C", "C", "C", "C", "C", "N", "H", "H", "H"], "coordinates": [[0.50292, -0.17414, -1.64618], [-1.69822, -0.55003, 0.61819], [1.30113, 1.23507, 1.62723], [1.25796, -0.24460, -0.71804], [-0.79376, 0.16777, 0.95014], [0.22878, 0.92798, 1.22937], [-0.23991, 0.10405, -2.36214], [-2.62790, -1.02644, 0.20796], [2.06899, -0.43967, 0.09348]]}

No. 3
{"formula": "C20H18MoN2O6PS", "method": "wB97M-V/def2-TZVPD", "de_lowest_kj_mol": 455.4, "homo_lumo_gap_ev": [7.07, 7.08], "total_energy_ha": -2141.120205, "total_charge": 1, "elements": ["Mo", "O", "C", "O", "C", "C", "C", "C", "C", "C", "S", "H", "H", "H", "H", "O", "C", "O", "C", "C", "N", "N", "C", "C", "O", "O", "H", "H", "H", "C", "P", "C", "C", "C", "C", "C", "C", "C", "H", "H", "H", "H", "H", "H", "H", "H", "H", "H", "H"], "coordinates": [[0.21278, -0.96476, -1.68136], [0.33367, 0.17841, 3.90792], [0.67225, 0.61595, 2.85550], [0.24836, -0.18306, 1.78166], [1.49576, 1.89083, 2.78309], [1.58977, 2.50492, 4.03944], [2.28291, 3.68299, 4.23806], [2.92218, 4.29667, 3.17521], [2.85314, 3.71962, 1.91934], [2.15488, 2.54337, 1.73392], [0.16385, -0.05988, 0.15967], [1.09139, 2.03018, 4.87058], [2.31841, 4.12051, 5.22604], [3.47259, 5.21677, 3.31692], [3.35026, 4.16200, 1.06663], [-1.97027, 2.75685, -3.75229], [-1.09972, 2.99672, -2.73809], [-1.32462, 3.84894, -1.94109], [0.12393, 2.14673, -2.71100], [0.50370, 1.17121, -3.58440], [1.78151, 0.71141, -3.25434], [2.20237, 1.39168, -2.11112], [1.23606, 2.19427, -1.77473], [1.11246, 2.46864, -0.30258], [0.00921, 2.50232, 0.16531], [2.17836, 2.04589, 0.41882], [-1.62963, 2.12358, -4.39166], [0.03022, 0.78220, -4.47620], [1.75576, -0.29234, -3.04573], [0.66347, -3.46856, -2.01570], [-1.04505, -3.10843, -1.68152], [-1.84810, -2.05895, -2.87086], [-1.72050, -3.26906, -0.02507], [-0.90104, -3.71360, 1.00766], [-1.38888, -3.71930, 2.30337], [-2.68205, -3.29032, 2.56685], [-3.49989, -2.87199, 1.52846], [-3.02670, -2.86404, 0.22493], [1.08072, -4.16605, -1.29038], [1.38851, -2.58590, -1.87910], [0.88704, -3.81240, -3.02319], [-2.85993, -1.80972, -2.55465], [-1.84962, -2.38165, -3.91140], [-1.38857, -1.01988, -2.94022], [0.11611, -4.03395, 0.82080], [-0.74999, -4.04980, 3.11080], [-3.05204, -3.28395, 3.58286], [-4.51337, -2.55155, 1.72819], [-3.68160, -2.54351, -0.57534]]}

No. 4
{"formula": "C3H8S3", "method": "wB97M-V/def2-TZVPD", "de_lowest_kj_mol": 288.4, "homo_lumo_gap_ev": [7.74, 6.84], "total_energy_ha": -1313.536424, "elements": ["C", "C", "C", "S", "S", "S", "H", "H", "H", "H", "H", "H", "H", "H"], "coordinates": [[-2.33983, -0.24192, 0.17716], [-1.59537, 0.27885, -0.96545], [1.93338, -0.16391, 0.73706], [2.10628, -1.76545, 0.01057], [3.21876, 0.86095, 0.22498], [-0.04356, 1.19951, -0.55398], [-1.82004, -0.85537, 0.76873], [-2.78315, 0.47722, 0.86062], [-3.12971, -0.76918, -0.21109], [-2.10539, 1.01070, -1.50356], [-1.25738, -0.59683, -1.62219], [1.60542, -0.08967, 1.77152], [3.33247, -1.53002, -0.49183], [2.87811, 2.18513, 0.79746]]}